C37H32AlAsN8O6S | ωB97M-V/def2-TZVPD

Last column: Mulliken charge in e.
Positions of all 86 atoms, in Å:
Al (0.14, -0.98, -0.14)  0.479
C (5.64, -5.25, 0.42)  -1.522
C (4.54, -4.24, 0.63)  0.311
C (4.52, -3.39, 1.72)  -1.242
C (3.54, -2.44, 1.89)  -1.358
C (2.47, -2.29, 0.98)  1.624
N (1.50, -1.32, 1.11)  0.758
C (1.53, -0.44, 2.20)  -1.125
C (1.34, -0.84, 3.52)  -0.117
C (1.30, 0.09, 4.54)  -0.919
C (1.41, 1.45, 4.29)  0.531
C (1.32, 2.46, 5.41)  -1.609
C (1.57, 1.87, 2.98)  -0.424
C (1.64, 0.93, 1.95)  0.436
N (1.80, 1.39, 0.61)  0.276
C (2.47, 2.46, 0.17)  -0.649
C (2.27, 2.55, -1.19)  -1.085
C (1.44, 1.47, -1.50)  -0.482
N (1.17, 0.78, -0.40)  0.517
C (2.50, -3.17, -0.12)  0.595
C (3.52, -4.10, -0.29)  -0.504
N (1.48, -3.14, -1.13)  -0.006
C (1.02, -4.19, -1.82)  -0.037
C (0.16, -3.72, -2.79)  -1.397
C (0.13, -2.35, -2.60)  -0.238
N (0.94, -1.99, -1.60)  0.235
H (6.29, -5.30, 1.29)  0.359
H (6.25, -5.00, -0.44)  0.315
H (5.23, -6.25, 0.25)  0.340
H (5.31, -3.45, 2.46)  0.322
H (3.58, -1.78, 2.74)  0.361
H (1.20, -1.89, 3.72)  0.618
H (1.15, -0.26, 5.56)  0.377
H (1.55, 2.00, 6.37)  0.419
H (0.31, 2.87, 5.47)  0.274
H (2.00, 3.29, 5.25)  0.372
H (1.62, 2.92, 2.74)  0.382
H (3.04, 3.07, 0.85)  0.536
H (2.67, 3.30, -1.86)  0.308
H (1.04, 1.16, -2.44)  0.941
H (3.52, -4.70, -1.19)  0.592
H (1.32, -5.19, -1.56)  0.535
H (-0.40, -4.31, -3.50)  0.466
H (-0.48, -1.60, -3.09)  0.587
O (-1.49, -0.08, 1.79)  -0.561
As (-2.55, 0.03, 0.37)  1.194
O (-3.45, 1.37, 0.33)  -0.787
O (-1.32, -0.16, -0.80)  -0.367
C (-3.69, -1.53, 0.44)  0.276
C (-5.03, -1.21, 0.18)  -1.038
C (-6.00, -2.20, 0.19)  -0.616
C (-5.65, -3.51, 0.46)  -0.606
C (-4.33, -3.83, 0.73)  -0.758
C (-3.35, -2.85, 0.72)  -0.104
S (-1.70, -3.39, 1.12)  1.509
O (-1.56, -4.72, 0.59)  -0.822
O (-1.53, -3.23, 2.54)  -0.747
O (-0.84, -2.44, 0.34)  0.126
H (-1.59, 0.71, 2.34)  0.305
H (-5.28, -0.18, -0.01)  0.547
H (-7.03, -1.94, -0.01)  0.396
H (-6.40, -4.29, 0.47)  0.389
H (-4.03, -4.85, 0.93)  0.502
C (-1.83, 5.12, 1.10)  -1.104
C (-1.04, 3.99, 1.28)  0.003
N (-0.81, 3.11, 0.31)  0.610
C (-1.35, 3.32, -0.87)  -0.276
C (-2.15, 4.42, -1.17)  -0.107
C (-2.40, 5.33, -0.14)  -0.650
C (-2.83, 4.59, -2.45)  -0.888
C (-2.50, 4.20, -3.69)  -0.718
C (-1.25, 3.59, -4.17)  1.174
C (-1.28, 2.80, -5.32)  -0.699
C (-0.08, 2.26, -5.75)  -0.223
N (1.07, 2.49, -5.12)  -0.606
C (0.99, 3.28, -4.05)  -0.446
N (-0.10, 3.83, -3.54)  -0.288
H (-2.00, 5.80, 1.92)  0.421
H (-0.60, 3.78, 2.25)  0.228
H (-1.18, 2.56, -1.62)  0.895
H (-3.04, 6.18, -0.31)  0.469
H (-3.80, 5.09, -2.37)  0.367
H (-3.24, 4.35, -4.46)  0.361
H (-2.20, 2.61, -5.85)  0.424
H (-0.04, 1.62, -6.62)  0.435
H (1.93, 3.49, -3.55)  0.628

Values from the calculation:
**2S+1**: 1
**Lowest unoccupied orbital energy**: -0.231 eV
**ΔE to the lowest compared entry with this formula, charge and spin**: 59.8 kcal per mole
**Total charge**: 0
**DFT total energy**: -141369.806 eV

C4H13NO | ωB97M-V/def2-TZVPD

Last column: Mulliken charge in e.
Positions of all 19 atoms, in Å:
C (1.45, -0.66, -1.79)  -1.172
C (0.00, -0.89, -1.43)  -0.541
C (-0.43, -0.06, -0.22)  -0.397
C (0.08, -0.55, 1.10)  -0.660
N (-0.81, -0.22, 2.20)  -0.503
H (1.72, 0.41, -1.78)  0.300
H (1.74, -0.92, -2.81)  0.355
H (2.17, -1.06, -1.07)  0.305
H (-0.61, -0.61, -2.28)  0.305
H (-0.15, -1.96, -1.24)  0.305
H (-0.20, 0.99, -0.40)  0.198
H (-1.53, -0.02, -0.25)  0.384
H (1.03, -0.07, 1.32)  0.285
H (0.54, -1.55, 1.03)  0.405
H (-1.72, -0.66, 2.04)  0.208
H (-0.46, -0.54, 3.09)  0.225
O (-0.95, 3.18, 0.82)  -0.667
H (-1.67, 2.55, 0.67)  0.340
H (-0.20, 2.62, 1.02)  0.326

Values from the calculation:
**2S+1**: 1
**Lowest unoccupied orbital energy**: 0.957 eV
**ΔE to the lowest compared entry with this formula, charge and spin**: 14.2 kcal per mole
**Total charge**: 0
**DFT total energy**: -7896.047 eV
**Structure (SMILES)**: CCCCN.O

C4H8N2O2 | ωB97M-V/def2-TZVPD

Last column: Mulliken charge in e.
Positions of all 16 atoms, in Å:
C (-2.02, -0.26, 0.40)  -1.385
C (0.67, -0.25, -1.22)  0.409
C (-0.68, 0.38, 0.11)  1.005
N (1.67, 0.06, 1.07)  -0.776
C (0.63, -0.56, 0.23)  -0.086
O (1.59, -0.53, -2.14)  -0.495
O (-0.60, 1.67, 0.72)  -0.562
N (-0.40, 0.45, -1.34)  -0.747
H (1.33, -0.10, -2.97)  0.367
H (0.05, 1.56, 1.43)  0.377
H (2.52, -0.50, 1.11)  0.258
H (1.97, 0.96, 0.69)  0.254
H (0.39, -1.60, 0.48)  0.422
H (-2.13, -1.23, -0.11)  0.318
H (-2.84, 0.38, 0.06)  0.348
H (-2.14, -0.43, 1.48)  0.291

Values from the calculation:
**2S+1**: 1
**Lowest unoccupied orbital energy**: 0.652 eV
**ΔE to the lowest compared entry with this formula, charge and spin**: 48.8 kcal per mole
**Total charge**: 0
**DFT total energy**: -11351.994 eV

C32H58FIN6O6 | ωB97M-V/def2-TZVPD

Last column: Mulliken charge in e.
Positions of all 104 atoms, in Å:
C (7.75, 1.87, -1.93)  -0.842
C (6.61, 0.85, -2.60)  0.479
C (6.22, 0.89, -4.22)  -0.468
C (5.08, -0.07, -4.90)  -0.390
C (4.28, -1.12, -3.93)  0.251
C (3.08, -2.09, -4.53)  -0.763
C (1.61, -1.40, -4.27)  0.126
C (1.40, -0.34, -3.03)  -0.440
C (0.26, 0.79, -3.52)  1.040
C (-0.74, 0.83, -2.20)  -1.146
C (0.05, 1.15, -0.78)  0.031
F (-0.76, 1.96, 0.17)  -0.302
C (0.74, 2.37, -3.61)  -0.883
C (0.99, 2.89, -5.15)  -0.625
C (2.52, 2.43, -5.56)  -0.467
I (2.78, 2.21, -7.73)  -0.027
N (-0.23, 0.16, -4.81)  -0.418
C (0.76, -0.77, -5.53)  0.161
O (0.89, -1.05, -6.83)  -0.571
C (4.66, -1.21, -2.31)  -0.234
C (5.82, -0.25, -1.63)  -0.643
H (7.73, 1.65, -0.76)  0.259
H (8.82, 1.69, -2.38)  0.265
H (7.34, 2.96, -2.16)  0.249
H (6.77, 1.66, -4.92)  0.256
H (4.76, -0.04, -6.04)  0.352
H (3.28, -2.34, -5.68)  0.330
H (3.17, -3.12, -3.94)  0.274
H (0.92, -2.31, -3.94)  0.372
H (1.13, -1.04, -2.13)  0.057
H (2.27, 0.37, -2.70)  0.185
H (-1.58, 1.67, -2.34)  0.378
H (-1.34, -0.19, -2.19)  0.366
H (1.12, 1.64, -0.95)  0.219
H (0.28, 0.09, -0.29)  0.091
H (1.75, 2.49, -3.01)  0.266
H (-0.04, 3.07, -3.04)  0.327
H (0.93, 4.09, -5.13)  0.308
H (0.17, 2.53, -5.90)  0.389
H (2.68, 1.37, -5.06)  -0.153
H (3.24, 3.24, -5.06)  0.435
H (-1.06, -0.40, -4.51)  0.459
H (4.12, -1.97, -1.56)  0.207
H (6.13, -0.25, -0.50)  0.181
C (-5.50, 0.58, 0.38)  -0.834
N (-5.73, 2.00, 0.47)  -0.041
C (-4.88, 2.97, 0.90)  0.608
C (-3.50, 2.56, 1.34)  -0.752
O (-5.24, 4.15, 0.91)  -0.702
H (-5.64, 0.28, -0.66)  0.281
H (-6.24, 0.07, 1.00)  0.271
H (-4.49, 0.30, 0.70)  0.343
H (-6.64, 2.36, 0.19)  0.118
H (-2.94, 3.45, 1.65)  0.329
H (-3.57, 1.88, 2.19)  0.403
H (-2.97, 2.09, 0.51)  0.015
C (-0.15, 3.61, 6.01)  -0.857
N (-1.13, 2.98, 5.15)  -0.148
C (-0.91, 2.07, 4.16)  0.691
C (0.50, 1.65, 3.88)  -1.177
O (-1.86, 1.62, 3.52)  -0.629
H (-0.40, 3.37, 7.05)  0.286
H (-0.24, 4.69, 5.87)  0.285
H (0.86, 3.29, 5.79)  0.328
H (-2.11, 3.21, 5.28)  0.237
H (0.51, 0.92, 3.06)  0.170
H (1.10, 2.51, 3.58)  0.374
H (0.94, 1.17, 4.76)  0.393
C (3.07, -2.58, 2.81)  -0.374
N (2.85, -2.49, 1.39)  0.019
C (2.59, -3.49, 0.50)  0.818
C (2.49, -4.89, 1.03)  -1.430
O (2.43, -3.23, -0.69)  -0.571
H (2.32, -1.97, 3.31)  0.298
H (4.06, -2.19, 3.03)  0.332
H (3.00, -3.61, 3.17)  -0.237
H (2.90, -1.57, 0.95)  0.206
H (2.28, -5.58, 0.20)  0.306
H (3.45, -5.19, 1.48)  0.351
H (1.69, -4.97, 1.76)  0.336
C (-10.64, 3.63, -1.81)  -0.839
N (-9.98, 2.53, -1.14)  -0.175
C (-9.97, 2.23, 0.19)  0.847
C (-10.74, 3.13, 1.12)  -1.301
O (-9.35, 1.25, 0.59)  -0.651
H (-11.33, 3.21, -2.54)  0.283
H (-9.88, 4.22, -2.32)  0.286
H (-11.19, 4.27, -1.11)  0.321
H (-9.44, 1.88, -1.70)  0.231
H (-10.63, 2.76, 2.15)  0.294
H (-10.33, 4.14, 1.08)  0.349
H (-11.80, 3.13, 0.86)  0.369
C (3.31, -5.39, 7.15)  -0.885
N (3.10, -5.29, 5.73)  -0.057
C (2.83, -6.29, 4.85)  0.869
C (2.74, -7.70, 5.37)  -1.480
O (2.67, -6.03, 3.65)  -0.527
H (2.56, -4.77, 7.65)  0.292
H (4.31, -4.99, 7.37)  0.290
H (3.24, -6.42, 7.52)  0.348
H (3.14, -4.38, 5.30)  0.112
H (2.52, -8.38, 4.55)  0.288
H (3.69, -7.99, 5.82)  0.374
H (1.93, -7.77, 6.10)  0.377

Values from the calculation:
**2S+1**: 1
**Lowest unoccupied orbital energy**: 0.167 eV
**Total charge**: 0
**DFT total energy**: -66156.412 eV
**Structure (SMILES)**: Cc1ccc(C[C@H]2C[C@@](CCF)(CCCI)NC2=O)cc1.CNC(C)=O.CNC(C)=O.CNC(C)=O.CNC(C)=O.CNC(C)=O

C35H88FN24O13S | ωB97M-V/def2-TZVPD

Last column: Mulliken charge in e.
Positions of all 162 atoms, in Å:
C (-0.97, 5.09, 4.04)  -1.093
C (-0.81, 4.91, 2.52)  -0.853
C (-0.20, 3.52, 2.18)  1.606
C (0.55, 3.62, 0.82)  -1.226
C (0.97, 2.19, 0.36)  0.960
C (2.51, 1.99, 0.46)  -1.083
C (2.93, 0.73, 1.26)  -1.049
C (2.37, 0.79, 2.70)  0.713
C (3.27, -0.06, 3.64)  -0.532
C (3.29, 0.43, 5.12)  -0.953
C (2.71, -0.64, 6.10)  -0.819
C (1.45, -0.15, 6.85)  -1.064
C (0.13, -0.68, 6.21)  0.571
C (-1.11, 0.16, 6.59)  -1.325
C (-1.46, 1.27, 5.56)  -0.370
C (-1.87, 0.59, 4.24)  1.040
C (-2.89, 1.36, 3.38)  -1.722
C (-2.81, 0.77, 1.95)  0.680
C (-3.23, -0.72, 1.92)  -1.570
C (-2.37, -1.46, 0.86)  -0.201
C (-1.47, -2.50, 1.45)  0.676
C (-1.07, -2.47, 2.82)  -0.737
N (-0.28, -3.42, 3.27)  0.590
N (0.20, -4.45, 2.63)  -1.218
C (-0.13, -4.52, 1.36)  -0.473
C (-0.94, -3.57, 0.70)  0.354
S (-1.29, -3.73, -1.05)  1.194
O (-1.02, -2.44, -1.63)  -0.534
O (-0.48, -4.79, -1.56)  -0.571
F (-2.83, -4.02, -1.17)  -0.196
H (-1.08, 6.16, 4.28)  0.410
H (-1.82, 4.51, 4.43)  0.193
H (-0.06, 4.71, 4.52)  0.268
H (-1.77, 5.04, 2.00)  0.400
H (-0.12, 5.65, 2.11)  0.527
H (0.49, 3.24, 2.98)  -0.109
H (-0.96, 2.75, 2.05)  -0.954
H (-0.06, 4.13, 0.07)  0.243
H (1.42, 4.26, 1.00)  0.510
H (0.62, 2.01, -0.66)  0.663
H (0.42, 1.48, 1.00)  -1.219
H (2.91, 1.96, -0.55)  0.308
H (2.99, 2.84, 0.96)  0.396
H (4.03, 0.75, 1.31)  0.525
H (2.63, -0.19, 0.74)  0.247
H (2.34, 1.83, 3.06)  0.147
H (1.34, 0.42, 2.73)  -0.781
H (2.91, -1.10, 3.55)  0.108
H (4.30, -0.07, 3.26)  0.575
H (4.33, 0.66, 5.36)  0.464
H (2.71, 1.35, 5.17)  0.437
H (2.54, -1.58, 5.56)  0.327
H (3.47, -0.85, 6.86)  0.524
H (1.38, 0.94, 6.90)  0.449
H (1.49, -0.58, 7.85)  0.381
H (0.25, -0.82, 5.12)  -0.589
H (-0.02, -1.68, 6.63)  0.332
H (-0.97, 0.57, 7.60)  0.446
H (-1.96, -0.53, 6.64)  0.450
H (-0.55, 1.86, 5.39)  0.059
H (-2.24, 1.91, 5.98)  0.533
H (-0.97, 0.43, 3.63)  -0.612
H (-2.35, -0.36, 4.52)  0.521
H (-3.92, 1.23, 3.73)  0.463
H (-2.71, 2.44, 3.34)  0.386
H (-3.34, 1.36, 1.18)  0.295
H (-1.74, 0.80, 1.68)  -0.868
H (-4.29, -0.78, 1.64)  0.466
H (-3.16, -1.18, 2.91)  0.781
H (-1.81, -0.77, 0.21)  0.256
H (-3.07, -1.98, 0.19)  0.799
H (-1.40, -1.66, 3.48)  0.153
H (0.00, -3.35, 4.25)  0.418
H (0.25, -5.35, 0.77)  0.703
C (4.05, -5.06, 2.88)  0.650
O (3.99, -4.68, 1.72)  -0.654
N (5.23, -5.29, 3.52)  -0.394
N (2.92, -5.27, 3.63)  -0.328
H (5.30, -5.60, 4.47)  0.163
H (6.07, -5.14, 3.00)  0.240
H (2.05, -5.10, 3.15)  0.254
H (2.92, -5.58, 4.58)  0.174
C (-0.10, -8.82, 1.26)  0.675
O (-0.22, -9.31, 2.37)  -0.699
N (1.10, -8.74, 0.62)  -0.392
N (-1.16, -8.29, 0.57)  -0.397
H (1.22, -8.34, -0.29)  0.178
H (1.90, -9.12, 1.10)  0.216
H (-2.06, -8.33, 1.02)  0.205
H (-1.09, -7.88, -0.34)  0.179
C (-4.38, 1.84, -1.53)  0.580
O (-4.37, 2.23, -0.37)  -0.696
N (-3.57, 0.82, -1.97)  -0.185
N (-5.18, 2.38, -2.48)  -0.354
H (-3.57, 0.49, -2.92)  0.115
H (-2.96, 0.40, -1.31)  0.116
H (-5.78, 3.13, -2.21)  0.226
H (-5.19, 2.06, -3.44)  0.145
C (-3.82, 1.16, -6.40)  0.665
O (-4.84, 1.41, -5.78)  -0.705
N (-3.07, 0.03, -6.16)  -0.410
N (-3.31, 1.96, -7.37)  -0.277
H (-2.23, -0.19, -6.66)  0.239
H (-3.40, -0.60, -5.46)  0.161
H (-3.82, 2.79, -7.58)  0.193
H (-2.47, 1.75, -7.88)  0.202
C (-5.82, -0.63, 5.38)  0.696
O (-4.95, 0.22, 5.45)  -0.591
N (-6.75, -0.65, 4.39)  -0.403
N (-5.93, -1.64, 6.30)  -0.430
H (-7.47, -1.34, 4.31)  0.162
H (-6.70, 0.08, 3.70)  0.232
H (-5.26, -1.65, 7.05)  0.219
H (-6.64, -2.35, 6.27)  0.153
C (-1.50, 1.17, -10.98)  0.704
O (-1.51, 1.60, -9.83)  -0.713
N (-0.71, 0.13, -11.36)  -0.386
N (-2.29, 1.70, -11.95)  -0.402
H (-0.69, -0.23, -12.30)  0.165
H (-0.11, -0.27, -10.67)  0.224
H (-2.89, 2.46, -11.69)  0.213
H (-2.30, 1.37, -12.90)  0.166
C (1.96, 5.03, -2.32)  0.607
O (2.47, 5.13, -1.22)  -0.626
N (0.90, 5.79, -2.72)  -0.423
N (2.43, 4.15, -3.26)  -0.371
H (0.47, 5.72, -3.62)  0.148
H (0.53, 6.45, -2.06)  0.231
H (3.21, 3.58, -3.01)  0.248
H (2.03, 4.05, -4.18)  0.134
C (-1.36, -12.71, 4.27)  0.612
O (-0.95, -12.58, 5.41)  -0.636
N (-1.89, -13.89, 3.81)  -0.373
N (-1.33, -11.69, 3.36)  -0.259
H (-2.23, -14.02, 2.88)  0.159
H (-1.93, -14.65, 4.45)  0.219
H (-0.94, -10.82, 3.65)  0.202
H (-1.66, -11.78, 2.42)  0.136
C (5.47, 7.19, -4.05)  0.608
O (5.97, 6.25, -4.66)  -0.673
N (5.98, 8.45, -4.09)  -0.308
N (4.35, 7.03, -3.28)  -0.233
H (5.57, 9.22, -3.60)  0.131
H (6.81, 8.61, -4.65)  0.335
H (3.95, 6.11, -3.23)  0.194
H (3.91, 7.78, -2.77)  0.149
C (9.43, 10.00, -5.19)  0.639
O (8.46, 9.26, -5.30)  -0.730
N (9.31, 11.36, -5.26)  -0.384
N (10.69, 9.54, -5.00)  -0.397
H (10.08, 11.99, -5.18)  0.170
H (8.39, 11.74, -5.40)  0.212
H (10.81, 8.54, -4.95)  0.219
H (11.49, 10.13, -4.92)  0.167
C (-3.06, -3.08, -9.12)  0.522
O (-2.45, -3.76, -9.92)  -0.645
N (-2.70, -1.80, -8.82)  -0.223
N (-4.17, -3.54, -8.46)  -0.357
H (-3.19, -1.22, -8.16)  0.209
H (-1.89, -1.43, -9.29)  0.091
H (-4.47, -4.47, -8.66)  0.210
H (-4.69, -2.99, -7.79)  0.164

Values from the calculation:
**2S+1**: 1
**Lowest unoccupied orbital energy**: -5.397 eV
**Total charge**: +1
**DFT total energy**: -113658.785 eV

What is the DFT total energy in the second record? -7896.047 eV